(1)
C57H66BaN5O7SSb as an isolated structure, computed with ωB97M-V with the def2-TZVPD basis set.

Last column: Mulliken charge in e.
Positions of all 138 atoms, in Å:
Ba  -0.41  -1.26  -0.25  0.879
C  2.51  1.55  6.72  -2.002
C  2.08  0.26  5.99  2.240
C  2.42  -0.95  6.86  -1.926
C  0.57  0.32  5.82  -1.333
C  2.82  0.15  4.66  0.671
C  4.23  0.16  4.69  0.152
C  4.99  0.06  3.55  -1.512
C  4.33  -0.08  2.33  1.397
S  5.00  -0.21  0.75  -0.531
C  3.37  -0.31  0.08  -0.729
N  2.42  -0.26  0.97  1.008
C  2.93  -0.11  2.25  -2.083
C  2.19  0.01  3.43  0.243
C  3.21  -0.39  -1.38  1.232
C  4.36  -0.42  -2.18  -0.689
C  4.24  -0.49  -3.55  -0.903
C  2.97  -0.52  -4.12  -0.587
C  1.85  -0.47  -3.31  -1.235
C  1.90  -0.41  -1.90  0.762
H  1.99  1.63  7.67  0.491
H  2.28  2.42  6.11  0.287
H  3.59  1.56  6.92  0.356
H  1.90  -0.89  7.82  0.491
H  3.49  -1.02  7.06  0.341
H  2.11  -1.88  6.36  0.278
H  0.09  0.37  6.80  0.601
H  0.18  -0.56  5.30  -0.193
H  0.27  1.21  5.27  0.039
H  4.74  0.26  5.64  0.385
H  6.07  0.07  3.59  0.404
H  1.11  -0.01  3.36  0.057
H  5.35  -0.41  -1.74  0.406
H  5.13  -0.54  -4.17  0.369
H  2.87  -0.60  -5.20  0.344
H  0.88  -0.49  -3.80  0.359
C  -1.36  1.15  2.55  0.098
C  -2.56  2.04  2.35  0.488
C  -3.82  1.65  2.79  -0.551
C  -4.93  2.45  2.58  -1.184
C  -4.79  3.65  1.90  -0.734
C  -3.55  4.07  1.45  1.124
C  -3.39  5.34  0.66  -1.939
C  -2.43  3.28  1.71  0.430
N  -1.18  3.70  1.23  0.025
C  -0.22  3.95  2.02  0.598
C  -0.23  3.95  3.52  -1.358
C  1.11  4.20  1.38  0.473
C  1.27  5.53  0.68  -1.766
N  1.95  3.27  1.49  0.974
C  3.22  3.34  0.86  -0.326
C  3.33  3.16  -0.52  1.275
C  2.11  2.93  -1.37  -1.035
C  4.60  3.18  -1.08  -0.757
C  5.73  3.38  -0.29  -1.010
C  5.59  3.53  1.08  -1.082
C  4.34  3.49  1.68  0.950
C  4.17  3.59  3.17  -1.350
H  -1.67  0.12  2.71  0.547
H  -0.79  1.47  3.42  -0.272
H  -0.67  1.21  1.71  -0.477
H  -3.94  0.68  3.26  0.497
H  -5.91  2.12  2.90  0.384
H  -5.67  4.26  1.68  0.325
H  -4.36  5.73  0.35  0.429
H  -2.78  5.15  -0.23  0.373
H  -2.88  6.12  1.24  0.329
H  -1.23  3.80  3.92  0.314
H  0.18  4.90  3.89  0.542
H  0.44  3.16  3.88  0.005
H  0.45  5.66  -0.03  0.348
H  2.23  5.59  0.16  0.401
H  1.21  6.33  1.42  0.395
H  1.48  3.82  -1.43  0.335
H  1.49  2.12  -0.97  -0.145
H  2.40  2.64  -2.38  0.396
H  4.71  3.01  -2.14  0.379
H  6.71  3.38  -0.74  0.383
H  6.47  3.64  1.71  0.362
H  5.14  3.54  3.67  0.417
H  3.55  2.77  3.53  0.085
H  3.68  4.52  3.46  0.332
O  -1.23  1.33  -1.29  -0.178
N  -2.42  1.66  -1.45  -1.156
N  -3.26  1.01  -0.70  1.003
O  -2.91  0.07  0.14  -0.201
C  -4.63  1.32  -0.88  0.040
C  -5.05  2.42  -1.63  -0.416
C  -6.40  2.70  -1.73  -0.614
C  -7.35  1.91  -1.09  -0.514
C  -6.92  0.81  -0.35  -0.511
C  -5.57  0.52  -0.24  -0.253
H  -4.31  3.04  -2.12  0.516
H  -6.72  3.56  -2.31  0.366
H  -8.40  2.14  -1.17  0.386
H  -7.64  0.18  0.15  0.404
H  -5.21  -0.32  0.34  0.191
O  1.25  -5.77  -4.17  -0.705
C  0.87  -5.09  -3.24  0.608
C  1.69  -4.66  -2.05  -0.191
O  2.86  -4.92  -1.85  -0.745
C  0.79  -3.90  -1.15  1.544
C  -0.53  -3.88  -1.72  0.672
O  -1.59  -3.38  -1.19  -0.975
C  -0.52  -4.55  -3.03  -0.206
O  -1.46  -4.69  -3.79  -0.739
O  1.15  -3.41  -0.04  -0.765
C  -2.05  -2.68  5.11  -1.257
C  -1.28  -3.74  4.32  0.342
C  0.21  -3.64  4.62  -1.528
Sb  -1.61  -3.47  2.18  0.948
C  -1.07  -5.44  1.45  1.308
C  -2.04  -6.56  1.79  -1.732
C  0.35  -5.81  1.85  -1.760
C  -3.79  -3.56  2.12  0.032
C  -4.33  -2.14  2.28  -0.128
C  -4.49  -4.51  3.08  -1.451
H  -1.76  -2.70  6.17  0.491
H  -3.13  -2.83  5.06  0.286
H  -1.84  -1.68  4.74  -0.023
H  -1.64  -4.74  4.61  0.503
H  0.63  -2.69  4.25  0.154
H  0.78  -4.44  4.14  0.166
H  0.40  -3.68  5.70  0.510
H  -1.10  -5.26  0.37  -0.344
H  -2.21  -6.65  2.86  0.273
H  -1.63  -7.51  1.44  0.443
H  -3.01  -6.42  1.30  0.370
H  0.38  -6.17  2.89  0.419
H  1.05  -4.99  1.72  0.319
H  0.70  -6.63  1.21  0.425
H  -3.98  -3.87  1.09  0.648
H  -4.18  -1.76  3.30  0.037
H  -5.41  -2.11  2.09  0.627
H  -3.85  -1.44  1.59  -0.636
H  -4.20  -4.33  4.12  0.154
H  -4.27  -5.56  2.86  0.301
H  -5.57  -4.38  3.02  0.449

The calculation puts the LUMO energy at 3.56 eV. Its energy above the lowest of the compared OMol25 structures with the same formula, charge and spin is 0.000 eV. The calculation puts the gap between HOMO and LUMO at 5.21 eV. As for the charge: -2. The HOMO energy comes out at -1.65 eV. The energy is -100031.1117 eV. Its multiplicity is 1. The largest force on an atom is 1.25 eV/A.

(2)
One molecule with the formula C4H13N3Si4, computed with ωB97M-V with the def2-TZVPD basis set.

Last column: natural (NBO) charge in e.
Positions of all 24 atoms, in Å:
C  2.39  -0.93  0.87  -0.279
C  1.64  -1.52  -0.08  0.107
C  1.71  -0.70  2.07  0.132
C  -0.33  -1.31  1.30  0.346
N  0.32  -1.66  0.10  -0.572
N  0.42  -0.83  2.26  -0.428
N  -1.89  0.60  -0.20  -1.748
Si  -0.85  -2.05  -1.37  0.736
Si  0.74  2.80  -0.22  0.260
Si  -2.29  -0.29  -1.47  1.053
Si  -1.51  2.22  0.25  1.000
H  3.48  -0.64  0.84  0.259
H  1.98  -1.79  -1.03  0.228
H  2.24  -0.30  2.94  0.211
H  0.21  -2.39  -2.42  -0.161
H  -1.34  -3.27  -0.82  -0.176
H  -1.40  -1.30  1.29  0.254
H  1.34  2.31  -1.52  -0.146
H  1.32  4.22  -0.29  -0.125
H  1.79  2.20  0.64  -0.172
H  -2.26  0.12  -2.84  -0.207
H  -3.57  -1.04  -1.52  -0.207
H  -1.72  2.23  1.67  -0.187
H  -2.41  3.30  -0.49  -0.178

The calculation puts the LUMO energy at -0.99 eV. Its energy above the lowest of the compared OMol25 structures with the same formula, charge and spin is 0.000 eV. The calculation puts the gap between HOMO and LUMO at 6.86 eV. The HOMO energy comes out at -7.85 eV. The energy is -40337.0956 eV. Its multiplicity is 1. The largest force on an atom is 4.21 eV/A.

(3)
CuNO7PV as an isolated structure, computed with ωB97M-V with the def2-TZVPD basis set.

Last column: natural (NBO) charge in e.
Positions of all 11 atoms, in Å:
V  -0.27  0.75  1.64  1.564
Cu  0.77  -0.90  -1.61  0.939
P  -2.04  0.89  -0.53  2.453
O  -2.17  1.11  1.00  -1.163
O  -3.02  -0.03  -1.24  -0.863
O  -0.60  0.38  -0.75  -1.289
O  -2.15  2.24  -1.21  -0.763
N  2.43  -1.10  0.72  0.734
O  2.66  -1.68  -0.37  -0.524
O  1.23  -0.60  0.68  -0.727
O  3.16  -1.04  1.66  -0.361

The calculation puts the LUMO energy (spin up / spin down) at -2.08 / -2.21 eV. As for the expectation value of S²: 6.021. The calculation puts the gap between HOMO and LUMO (spin up / spin down) at 8.09 / 7.72 eV. The HOMO energy (spin up / spin down) comes out at -10.17 / -9.94 eV. The energy is -95434.7236 eV. Its multiplicity is 5. The largest force on an atom is 3.47 eV/A.